(1)
Here is a structure of composition C33H32NO8P3V from the Open Molecules 2025 dataset. Energies are from wB97M-V/def2-TZVPD.

```
78
Properties=species:S:1:pos:R:3:forces:R:3
V -1.224393 0.409888 0.013551 0.478 -0.269 -0.722
C 2.185206 -1.114112 2.043977 0.414 -0.163 -0.225
N 1.443038 -0.692244 0.853834 -0.128 0.154 0.248
P 1.199689 0.969621 0.406275 0.114 -0.760 0.285
C 2.755525 1.404533 -0.384364 -0.066 0.146 0.017
C 2.879180 1.439886 -1.768490 -0.017 0.106 -0.058
C 4.127533 1.593928 -2.348648 -0.004 0.013 0.028
C 5.255001 1.718127 -1.549475 -0.018 -0.001 -0.045
C 5.132723 1.711768 -0.168176 -0.001 0.024 0.036
C 3.886109 1.559212 0.417220 0.092 0.018 0.004
C 1.088457 1.910435 1.937236 -0.051 0.011 0.027
C 0.312726 1.397067 2.978055 -0.089 -0.127 0.074
C 0.031777 2.168484 4.092344 0.083 0.061 -0.104
C 0.516688 3.469001 4.164868 -0.021 -0.040 0.024
C 1.279585 3.987445 3.130719 -0.010 0.042 -0.006
C 1.565321 3.215733 2.013519 -0.048 0.012 0.008
P 0.284785 -1.610718 -0.011270 -0.100 0.672 0.190
C 0.346356 -3.276558 0.626401 0.111 -0.153 0.067
C 1.560704 -3.970381 0.681865 -0.108 -0.057 -0.010
C 1.589232 -5.270224 1.153789 0.017 0.033 -0.016
C 0.413683 -5.885868 1.563066 -0.063 -0.001 0.015
C -0.792907 -5.207255 1.500769 0.079 0.027 -0.025
C -0.828372 -3.900938 1.033892 -0.005 -0.013 0.033
C 0.701879 -1.704868 -1.771917 0.073 -0.156 -0.057
C 1.157824 -2.848351 -2.421094 0.055 -0.023 -0.004
C 1.310871 -2.857471 -3.799693 -0.023 0.039 0.023
C 0.992526 -1.734562 -4.546323 -0.026 0.120 -0.021
C 0.508953 -0.592582 -3.918469 0.082 -0.236 0.013
C 0.363771 -0.592610 -2.542511 -0.142 0.227 -0.136
H 2.959277 -0.376572 2.248442 -0.003 -0.009 0.041
H 2.678399 -2.073788 1.890688 -0.037 0.144 0.038
H 1.541411 -1.189727 2.920045 -0.020 -0.030 0.022
H 2.004349 1.380048 -2.398043 0.007 0.006 0.029
H 4.215128 1.629218 -3.425619 0.021 0.003 -0.022
H 6.228145 1.838820 -2.004487 0.029 0.009 -0.009
H 6.005452 1.839490 0.456996 0.027 -0.005 0.007
H 3.799497 1.589135 1.496620 -0.005 -0.032 -0.022
H -0.084259 0.383199 2.924688 0.058 0.110 -0.033
H -0.567513 1.764498 4.894322 -0.039 -0.022 0.053
H 0.289584 4.080227 5.026184 -0.006 0.030 0.043
H 1.642353 5.003954 3.180703 0.027 0.049 0.011
H 2.132949 3.640946 1.196943 0.031 0.008 -0.055
H 2.478264 -3.500099 0.350924 -0.005 -0.009 -0.045
H 2.525345 -5.807509 1.199709 0.048 -0.016 0.000
H 0.441653 -6.901142 1.930045 -0.003 -0.067 0.024
H -1.705175 -5.690854 1.814975 -0.068 -0.042 0.026
H -1.771562 -3.374437 0.977971 -0.033 0.040 -0.009
H 1.383687 -3.743321 -1.859604 0.005 -0.024 0.031
H 1.671860 -3.746687 -4.294062 0.032 -0.073 -0.019
H 1.114995 -1.747805 -5.619782 -0.004 -0.005 -0.054
H 0.252407 0.285258 -4.493137 -0.021 0.050 -0.031
H 0.009792 0.346111 -2.098838 -0.002 -0.141 0.094
O -2.475472 6.677846 0.675649 0.176 -0.043 0.086
C -1.945897 5.612109 0.595149 -0.127 -0.016 -0.065
C -2.528069 4.248134 1.056258 0.205 0.952 0.227
O -3.459022 4.075619 1.807517 -0.038 -0.155 -0.170
C -1.690803 3.312840 0.381241 -0.419 -2.781 -0.068
C -0.595832 3.783765 -0.347742 0.489 0.739 -0.326
O 0.228214 3.129570 -1.005128 -0.329 0.014 0.223
C -0.583274 5.294990 -0.090005 -0.032 -0.084 0.108
O 0.316006 6.054827 -0.290555 -0.044 0.024 -0.069
O -1.878870 1.966417 0.430782 -0.232 1.784 0.303
C -4.179765 -1.567406 1.607149 -0.063 -0.053 0.104
O -3.709670 -2.000690 0.321140 -0.023 -0.127 -0.150
P -3.161886 -0.908984 -0.698211 0.042 0.097 0.125
O -4.465524 -0.071727 -1.011099 -0.275 -0.038 0.018
C -4.459738 1.332061 -1.372255 0.002 -0.157 -0.012
O -2.798819 -1.768169 -1.957389 0.098 0.004 -0.142
C -3.739277 -2.610975 -2.665056 0.049 -0.038 0.011
H -5.062338 -0.942713 1.488620 -0.008 0.020 0.061
H -3.394036 -1.018937 2.136462 -0.063 -0.004 0.000
H -4.429064 -2.470727 2.158474 0.000 0.091 0.013
H -4.415974 1.929850 -0.463172 -0.012 0.033 -0.086
H -5.392543 1.498671 -1.903794 0.065 0.071 0.037
H -3.616272 1.557169 -2.027405 -0.042 0.045 0.035
H -3.603549 -2.404776 -3.723170 -0.046 -0.054 0.023
H -4.759256 -2.389440 -2.360579 -0.030 -0.016 -0.032
H -3.488762 -3.644645 -2.439505 -0.061 0.009 -0.035
```
Positions in Å, forces in eV/Å.

## Properties
- E_tot (eV) = -106158.394
- net charge = +1
- 2S+1 = 3
- gap between HOMO and LUMO (spin up / spin down) (eV) = 5.982 / 7.485
- strongest force on any atom (eV Å⁻¹) = 2.81

Mulliken atomic charge list, values in e, 6 entries: 0.43, -0.80, 1.04, 0.24, 0.57, -0.13

(2)
Here is a structure of composition C33H33BCl2N8O2S2Zr from the Open Molecules 2025 dataset. Energies are from wB97M-V/def2-TZVPD.

```
82
Properties=species:S:1:pos:R:3:forces:R:3
Zr -0.164185 0.055249 0.129426 -0.175 0.961 1.213
C -1.898573 -1.223288 2.666239 0.020 0.005 -0.022
N -1.643523 -1.561782 1.249595 -0.012 0.035 -0.103
C -0.909494 -2.841194 1.194978 -0.026 0.005 0.018
C 0.475616 -2.610999 1.742563 -0.074 0.123 0.010
C 1.173546 -3.623508 2.362851 0.034 -0.074 0.060
C 2.392122 -3.340085 2.964925 0.008 -0.007 0.016
C 2.866473 -2.041846 2.932196 -0.007 -0.073 0.061
C 2.133819 -1.080797 2.264240 -0.129 -0.020 -0.097
N 0.957189 -1.348576 1.667541 0.261 -0.154 0.061
C -2.938066 -1.607356 0.530492 0.085 -0.030 0.033
C -2.877778 -1.085411 -0.876431 0.015 0.021 0.187
C -3.580452 -1.698341 -1.889641 -0.132 0.092 -0.098
C -3.667383 -1.067321 -3.124818 0.008 -0.015 -0.010
C -3.048064 0.157950 -3.293332 -0.026 -0.036 -0.037
C -2.301932 0.670055 -2.249972 0.015 0.110 0.128
N -2.199308 0.070356 -1.053277 -0.015 -0.425 -0.275
C -2.028523 0.258974 2.855564 -0.041 -0.017 -0.113
C -2.538588 0.773343 4.036258 -0.090 0.026 0.008
C -2.660254 2.142739 4.174646 0.007 0.003 0.002
C -2.289636 2.955368 3.110734 -0.056 0.021 0.078
C -1.779384 2.366312 1.979396 -0.030 -0.066 -0.216
N -1.627895 1.034564 1.840096 0.159 0.138 0.145
H -2.808455 -1.725589 3.008941 0.020 -0.024 0.043
H -1.084373 -1.596304 3.286899 0.051 0.016 -0.023
H -1.420307 -3.601437 1.795169 -0.003 -0.016 -0.003
H -0.865944 -3.190217 0.165307 0.011 0.074 0.050
H 0.748696 -4.617682 2.404505 0.007 0.000 0.004
H 2.945985 -4.119616 3.471566 -0.007 0.001 -0.001
H 3.794939 -1.765981 3.411788 -0.009 -0.002 0.005
H 2.484650 -0.060503 2.189905 -0.021 -0.003 0.011
H -3.366855 -2.611437 0.558117 0.029 -0.026 -0.005
H -3.624696 -0.947484 1.065172 -0.051 -0.028 -0.003
H -4.075568 -2.642541 -1.707723 0.011 0.004 -0.007
H -4.218033 -1.523650 -3.937167 0.001 0.004 0.011
H -3.103877 0.695597 -4.229116 -0.007 0.005 0.011
H -1.753815 1.595144 -2.364012 0.033 -0.021 -0.007
H -2.845538 0.099935 4.825876 0.012 0.013 0.004
H -3.048576 2.570737 5.089381 -0.002 -0.003 -0.014
H -2.385053 4.030343 3.160837 -0.014 -0.006 0.005
H -1.476019 2.971790 1.137503 0.047 -0.039 0.050
Cl -0.488382 -1.760372 -6.887138 0.007 0.005 0.013
C -0.246610 -1.689746 -5.181315 0.000 0.018 -0.021
C -0.563746 -2.783639 -4.395361 -0.006 -0.048 0.003
C -0.385458 -2.704976 -3.024705 -0.134 -0.257 -0.031
Cl -0.762795 -4.115936 -2.082989 0.020 0.059 -0.024
C 0.101282 -1.558587 -2.403978 -0.114 0.173 0.213
O 0.247388 -1.491019 -1.052701 0.055 -0.387 -0.705
C 0.434134 -0.479177 -3.222013 -0.149 0.171 -0.064
C 0.994789 0.783103 -2.628618 0.385 -0.194 -0.129
O 0.466157 1.104339 -1.402199 0.221 0.084 -0.621
C 0.257635 -0.542686 -4.596160 0.011 -0.014 -0.023
H -0.942310 -3.692906 -4.841133 -0.001 0.004 0.005
H 0.886775 1.612794 -3.332288 -0.264 0.013 -0.063
H 0.519211 0.306432 -5.216208 -0.013 -0.010 -0.001
C 3.084570 -2.509374 -2.374402 0.088 -0.023 0.095
N 3.580777 -1.576419 -1.365130 -0.137 -0.072 -0.033
C 4.322370 -1.933086 -0.275717 -0.004 0.049 -0.070
C 4.621225 -0.783437 0.386856 -0.055 0.048 -0.124
N 4.060550 0.261722 -0.292406 -0.076 0.143 0.088
B 4.458331 1.760446 0.106678 -0.042 0.100 -0.063
N 3.381936 2.793407 -0.359845 0.418 -0.078 0.029
C 3.672638 3.817044 -1.235355 -0.198 -0.045 -0.015
C 2.554528 4.561259 -1.391410 0.050 -0.101 0.026
N 1.583267 3.979945 -0.598779 -0.150 0.172 -0.144
C 0.213904 4.449961 -0.485457 0.075 0.021 0.040
C 2.114398 2.917224 0.027631 0.078 -0.231 0.087
S 1.336402 1.968873 1.248912 -0.267 -0.078 0.225
C 3.414715 -0.229570 -1.355560 0.320 -0.306 -0.051
S 2.873809 0.701598 -2.720328 -0.085 0.339 0.144
H 3.731542 -3.381879 -2.374145 0.030 0.002 -0.027
H 3.117019 -2.032854 -3.351070 -0.019 0.021 0.000
H 2.065330 -2.808586 -2.144177 0.171 -0.065 0.042
H 4.596216 -2.955682 -0.080250 -0.047 0.012 0.006
H 5.202679 -0.620950 1.277258 0.018 0.021 -0.025
H 4.581161 1.771654 1.304252 -0.057 -0.056 -0.061
H 5.470639 2.018152 -0.490993 -0.058 -0.013 0.089
H 4.647004 3.917580 -1.676707 0.011 0.002 0.018
H 2.365217 5.444820 -1.974326 -0.026 -0.009 0.000
H 0.055847 5.225675 -1.229247 0.006 0.013 0.002
H 0.029327 4.865322 0.504396 0.008 -0.036 0.015
H -0.472464 3.627921 -0.681391 0.020 -0.016 -0.022
```
Positions in Å, forces in eV/Å.

## Properties
- E_tot (eV) = -99440.078
- net charge = +2
- gap between HOMO and LUMO (eV) = 7.727
- strongest force on any atom (eV Å⁻¹) = 1.56

Mulliken atomic charge list, values in e, 6 entries: -0.97, -1.01, 0.56, -1.06, 0.74, -0.84

(3)
Here is a structure of composition C33H33BGeN6NaO5S from the Open Molecules 2025 dataset. Energies are from wB97M-V/def2-TZVPD.

```
81
Properties=species:S:1:pos:R:3:forces:R:3
Na 1.102673 0.476547 -1.960658 0.408 0.935 -0.032
O 4.873809 -1.405387 -1.115765 0.036 0.037 0.091
C 3.581671 -1.081383 -1.326024 -0.153 0.009 -0.058
O 3.165564 0.033900 -1.160739 0.350 -0.228 0.053
C 2.754671 -2.266474 -1.754452 -0.103 0.111 -0.082
O 1.627262 -1.773349 -2.429409 -0.025 -0.207 0.111
C 0.469749 -2.608747 -2.371591 0.063 0.014 0.120
C -0.801314 -1.762175 -2.531513 0.029 0.323 0.141
O -1.783175 -2.310890 -3.029789 0.006 0.019 0.018
O -0.710961 -0.566658 -2.081454 -0.706 -0.702 -0.294
H 5.280669 -0.596369 -0.770114 0.017 -0.022 0.009
H 2.469683 -2.771310 -0.822642 0.011 -0.040 0.016
H 3.351170 -2.941447 -2.373499 0.071 -0.018 -0.097
H 0.408488 -3.096108 -1.389590 0.034 0.042 -0.028
H 0.503956 -3.368829 -3.153483 0.034 -0.041 -0.065
B 3.161076 3.393682 -3.018912 -0.038 -0.045 0.050
N 1.820544 3.942352 -2.446190 0.023 -0.003 0.078
C 1.310048 5.176791 -2.610898 -0.050 -0.118 0.027
C 0.111210 5.251374 -1.927883 -0.012 -0.061 0.026
C -0.031278 3.972849 -1.361144 0.044 -0.015 -0.038
N 1.001794 3.194644 -1.672134 -0.023 0.035 -0.123
N 2.864675 2.413632 -4.204941 -0.021 -0.004 0.030
C 3.288905 2.506485 -5.476541 -0.091 -0.093 0.043
C 2.842746 1.393389 -6.169528 -0.046 -0.037 0.068
C 2.130590 0.663476 -5.202313 0.032 0.084 -0.018
N 2.153097 1.285517 -4.026312 0.108 -0.017 -0.227
H 3.790737 4.332699 -3.480299 -0.066 -0.052 0.012
H 3.762734 2.802213 -2.148516 -0.044 0.059 -0.078
H 1.831218 5.910759 -3.204309 0.032 -0.031 0.013
H -0.558830 6.092871 -1.854251 0.013 -0.031 0.004
H -0.840177 3.583906 -0.756449 0.077 0.042 -0.048
H 3.871206 3.354388 -5.799940 -0.005 -0.012 0.045
H 3.003808 1.150807 -7.207806 -0.012 0.012 0.031
H 1.601223 -0.274693 -5.303390 0.049 0.066 0.026
C -4.104579 3.591500 -1.305007 0.036 -0.065 0.011
C -3.802538 3.511178 0.048038 0.037 -0.036 -0.023
C -3.028244 2.459232 0.528789 -0.020 -0.004 -0.092
C -2.541029 1.466568 -0.328138 0.050 0.018 -0.101
C -2.856109 1.560764 -1.689730 -0.050 0.069 0.031
C -3.632592 2.610707 -2.170395 0.042 -0.022 0.095
Ge -1.402564 -0.002442 0.393881 -0.381 0.125 0.235
C -1.196398 0.534965 2.298175 0.218 0.043 -0.015
C -1.839086 -0.120917 3.345408 0.021 0.041 0.030
C -1.610585 0.247946 4.667999 0.041 0.039 -0.029
C -0.732436 1.282511 4.962390 -0.025 -0.039 -0.050
C -0.083098 1.947570 3.927855 -0.034 -0.036 -0.046
C -0.310149 1.571219 2.610868 -0.088 -0.062 0.098
C -2.569903 -1.589720 0.435706 0.105 -0.118 -0.061
C -3.851513 -1.554696 -0.115542 0.021 -0.064 0.037
C -4.677190 -2.672612 -0.076464 0.060 -0.005 0.023
C -4.230396 -3.849690 0.510606 0.041 0.065 -0.004
C -2.952968 -3.902637 1.055926 -0.018 0.073 -0.032
C -2.127958 -2.783503 1.015157 -0.102 -0.016 -0.027
H -4.697979 4.416743 -1.682498 0.003 -0.001 -0.012
H -4.162548 4.273817 0.730849 0.009 -0.018 0.000
H -2.793259 2.415341 1.586219 -0.020 0.013 -0.011
H -2.470220 0.808416 -2.369562 -0.011 0.032 0.052
H -3.855625 2.672465 -3.229600 0.008 -0.012 0.003
H -2.519731 -0.937888 3.128766 0.020 0.010 0.018
H -2.110561 -0.283124 5.470855 -0.007 -0.003 0.002
H -0.541198 1.558847 5.993155 -0.005 0.009 0.008
H 0.616227 2.746462 4.150154 -0.013 -0.018 -0.011
H 0.222083 2.079659 1.811825 0.003 -0.018 0.025
H -4.208467 -0.645928 -0.587165 0.007 -0.026 0.000
H -5.666835 -2.628180 -0.517945 0.007 0.005 0.000
H -4.870048 -4.725122 0.531105 -0.001 -0.003 0.005
H -2.590550 -4.821060 1.504266 0.009 0.012 0.000
H -1.123477 -2.837419 1.423207 -0.007 0.004 -0.023
C 2.046034 -2.301234 6.231354 -0.024 0.029 -0.028
C 1.943715 -2.983453 4.892221 -0.053 0.139 -0.068
C 2.060581 -4.362738 4.766715 0.012 -0.053 -0.021
C 1.941609 -4.852075 3.473905 -0.062 0.117 -0.153
N 1.730080 -4.095965 2.411203 -0.059 0.157 0.094
C 1.624447 -2.740577 2.609555 0.145 -0.189 0.170
S 1.365677 -1.708211 1.265174 0.074 -0.119 0.161
N 1.737499 -2.190689 3.853380 -0.058 -0.071 -0.089
H 2.049485 -3.020560 7.052405 0.006 0.009 -0.009
H 1.208548 -1.611604 6.348827 0.029 -0.018 0.003
H 2.961909 -1.708100 6.274972 -0.011 -0.006 0.002
H 2.228273 -5.011458 5.616789 -0.008 0.006 -0.011
H 2.014426 -5.922767 3.286830 0.014 -0.004 -0.011
```
Positions in Å, forces in eV/Å.

## Properties
- E_tot (eV) = -126382.921
- net charge = -2
- 2S+1 = 2
- gap between HOMO and LUMO (spin up / spin down) (eV) = 5.245 / 5.968
- strongest force on any atom (eV Å⁻¹) = 1.04

Mulliken atomic charge list, values in e, 6 entries: 0.82, -0.56, 0.56, -0.49, -0.39, -0.25